The following is a quantum chemistry calculation of a cluster of 3 separate species, C26H46FN3O5 in total in a non-equilibrium geometry, from OMol25.

The value obtained for the HOMO-LUMO gap is 8.4 eV. The calculation puts the calculated total energy at -1658.363677 Ha. As for the largest force on an atom: 0.0899 hartree/bohr. The SMILES is CCOCCCCCc1cc(CCCF)c2c(c1)C(=O)NC2=O.COC[C@@H](C)N.COC[C@@H](C)N.

Atoms and positions in Å:
1 C 3.109 -3.666 1.203
2 C 3.630 -2.377 0.399
3 O 3.568 -2.509 -1.042
4 C 2.246 -2.104 -1.526
5 C 2.179 -0.539 -1.887
6 C 0.683 0.080 -1.820
7 C 0.184 -0.052 -0.299
8 C -0.200 1.355 0.386
9 C -1.610 1.949 -0.124
10 C -2.719 1.054 -0.775
11 C -4.118 1.620 -1.234
12 C -5.280 0.741 -1.881
13 C -6.071 -0.210 -0.858
14 C -5.171 -0.859 0.297
15 F -5.877 -1.751 1.174
16 C -4.317 3.142 -1.047
17 C -3.233 4.059 -0.419
18 C -1.886 3.491 0.071
19 C -3.783 5.581 -0.398
20 O -3.145 6.613 -0.097
21 N -5.180 5.388 -0.767
22 C -5.530 4.109 -1.386
23 O -6.610 3.935 -1.994
24 H 3.627 -4.642 0.886
25 H 1.964 -3.755 1.058
26 H 3.250 -3.571 2.347
27 H 4.715 -2.136 0.713
28 H 2.995 -1.488 0.747
29 H 1.922 -2.721 -2.444
30 H 1.512 -2.410 -0.684
31 H 2.783 0.018 -1.081
32 H 2.708 -0.299 -2.887
33 H 0.721 1.147 -2.224
34 H 0.043 -0.559 -2.526
35 H 1.023 -0.516 0.346
36 H -0.682 -0.818 -0.250
37 H 0.597 2.166 0.231
38 H -0.315 1.210 1.527
39 H -2.566 -0.076 -0.934
40 H -4.927 0.157 -2.815
41 H -6.059 1.493 -2.289
42 H -6.899 0.409 -0.345
43 H -6.518 -1.095 -1.454
44 H -4.733 0.001 0.914
45 H -4.274 -1.370 -0.223
46 H -1.096 4.145 0.563
47 H -5.737 6.214 -1.023
48 C 2.106 6.294 -4.172
49 C 0.950 5.530 -3.533
50 C 1.344 4.130 -3.013
51 O 1.505 3.146 -4.029
52 C 2.750 3.199 -4.705
53 N -0.160 5.456 -4.491
54 H 2.335 5.947 -5.182
55 H 1.858 7.355 -4.254
56 H 3.015 6.211 -3.569
57 H 0.617 6.115 -2.669
58 H 0.526 3.766 -2.379
59 H 2.234 4.175 -2.373
60 H 3.568 3.495 -4.043
61 H 2.686 3.874 -5.561
62 H 2.964 2.202 -5.094
63 H -0.966 5.043 -4.025
64 H 0.093 4.762 -5.196
65 C 2.214 -6.482 7.082
66 C 1.439 -5.490 6.221
67 C 1.304 -5.922 4.744
68 O 2.486 -5.754 3.970
69 C 3.450 -6.780 4.140
70 N 2.061 -4.166 6.339
71 H 3.294 -6.418 6.931
72 H 2.034 -6.284 8.142
73 H 1.901 -7.510 6.879
74 H 0.426 -5.429 6.634
75 H 0.552 -5.279 4.274
76 H 0.929 -6.949 4.660
77 H 2.989 -7.759 4.298
78 H 4.120 -6.534 4.966
79 H 4.056 -6.826 3.233
80 H 1.480 -3.486 5.853
81 H 2.921 -4.184 5.790


The following is a quantum chemistry calculation of a structure of composition C26H46IrOP2 in a non-equilibrium geometry, from OMol25.

The value obtained for the HOMO-LUMO gap (alpha / beta) is 6.2 / 6.2 eV. As for the total charge: +1. The calculation puts the calculated total energy at -1880.161812 Ha. As for the largest force on an atom: 0.0351 hartree/bohr. The value obtained for the energy above the lowest of the compared OMol25 structures with the same formula, charge and spin is 0.0 kJ/mol. The multiplicity is 5.

Atoms and positions in Å:
1 Ir -0.501 0.123 1.359
2 C -0.485 -1.766 2.238
3 C 0.917 -2.182 2.122
4 C 0.845 -0.637 3.834
5 C -0.517 -0.747 3.329
6 C 1.682 -1.483 3.080
7 C -1.665 -2.633 1.947
8 H -1.440 -3.335 1.141
9 H -2.528 -2.020 1.665
10 H -1.941 -3.213 2.839
11 C -1.732 -0.545 4.177
12 H -2.621 -0.407 3.549
13 H -1.620 0.321 4.838
14 H -1.902 -1.427 4.816
15 C 1.257 0.100 5.046
16 H 1.745 -0.564 5.778
17 H 0.403 0.571 5.551
18 H 1.985 0.894 4.811
19 C 3.140 -1.644 3.317
20 H 3.336 -2.201 4.244
21 H 3.648 -0.673 3.416
22 H 3.618 -2.192 2.496
23 C 1.420 -3.277 1.271
24 H 1.790 -4.120 1.878
25 H 2.263 -2.947 0.645
26 H 0.632 -3.669 0.616
27 C -1.871 0.860 -3.866
28 C -1.872 -0.488 -3.841
29 C -1.088 -1.341 -4.790
30 C 0.368 -0.867 -5.028
31 C 1.028 -0.241 -3.827
32 C 1.178 1.084 -3.681
33 C 0.359 2.140 -4.369
34 C -1.081 1.718 -4.815
35 H -1.607 -1.391 -5.765
36 H 0.397 -0.189 -5.896
37 H -1.067 -2.379 -4.421
38 H -1.036 1.268 -5.820
39 H -2.614 1.406 -3.271
40 H -2.635 -1.027 -3.280
41 H -1.650 2.657 -4.938
42 H 0.267 3.031 -3.723
43 H 2.036 1.470 -3.121
44 H 0.895 2.489 -5.270
45 H 0.957 -1.751 -5.329
46 H 1.594 -0.938 -3.194
47 P -1.433 0.024 -0.634
48 P 1.327 1.269 0.648
49 C -0.655 1.537 -1.354
50 C 0.572 2.217 -0.720
51 H -1.460 2.266 -1.526
52 H -0.353 1.139 -2.322
53 H 1.351 2.365 -1.483
54 H 0.284 3.210 -0.344
55 C 2.131 2.367 1.830
56 H 2.547 1.775 2.657
57 H 1.415 3.092 2.240
58 H 2.946 2.909 1.328
59 C 2.580 0.144 -0.020
60 H 3.081 0.622 -0.873
61 H 2.125 -0.798 -0.352
62 H 3.313 -0.088 0.766
63 C -3.215 0.058 -0.758
64 H -3.613 -0.727 -0.098
65 H -3.548 -0.115 -1.789
66 H -3.559 1.034 -0.391
67 C -0.699 -1.526 -1.247
68 H 0.149 -1.833 -0.621
69 H -0.352 -1.394 -2.278
70 H -1.468 -2.306 -1.203
71 C -1.059 2.541 3.183
72 C -1.412 1.861 1.883
73 O -2.306 2.335 1.181
74 H -0.867 3.609 2.992
75 H -1.924 2.476 3.861
76 H -0.189 2.100 3.690


The following is a quantum chemistry calculation of a cluster of 4 separate species, C26H46N3O8 in total in a non-equilibrium geometry, from OMol25.

The value obtained for the HOMO-LUMO gap is 5.8 eV. As for the total charge: -1. The calculation puts the calculated total energy at -1784.419414 Ha. As for the largest force on an atom: 0.0549 hartree/bohr.

Atoms and positions in Å:
1 C 6.747 0.997 2.026
2 C 5.656 0.082 2.498
3 C 4.545 0.788 3.265
4 N 5.701 -1.170 2.297
5 N 4.899 -1.918 1.389
6 C 4.079 -2.920 2.091
7 C 2.536 -2.742 1.910
8 C 2.199 -1.645 0.925
9 C 0.684 -1.475 0.648
10 N 0.540 -0.597 -0.519
11 C 0.593 0.765 -0.417
12 C 0.479 1.247 -1.712
13 C 0.354 0.147 -2.582
14 C 0.390 -0.997 -1.804
15 C 5.793 -2.534 0.398
16 C 5.007 -3.232 -0.708
17 C 6.724 -1.467 -0.248
18 O 6.137 -0.615 -0.949
19 O 7.937 -1.552 0.007
20 H 7.083 1.631 2.857
21 H 7.597 0.428 1.663
22 H 6.360 1.657 1.251
23 H 4.981 1.408 4.047
24 H 3.807 0.087 3.637
25 H 4.070 1.479 2.559
26 H 4.325 -2.871 3.148
27 H 4.352 -3.926 1.770
28 H 2.113 -2.522 2.892
29 H 2.127 -3.690 1.581
30 H 2.548 -0.669 1.256
31 H 2.658 -1.802 -0.047
32 H 0.214 -2.428 0.388
33 H 0.203 -1.025 1.514
34 H 0.736 1.286 0.509
35 H 0.508 2.287 -1.987
36 H 0.286 0.175 -3.655
37 H 0.350 -2.033 -2.087
38 H 6.402 -3.296 0.902
39 H 4.532 -2.459 -1.313
40 H 4.211 -3.882 -0.343
41 H 5.717 -3.761 -1.340
42 O -2.585 2.370 -0.175
43 C -2.293 3.475 0.187
44 O -2.263 4.465 -0.724
45 C -2.090 5.844 -0.397
46 C -0.627 6.204 -0.230
47 C -1.883 3.761 1.613
48 H -2.690 6.110 0.474
49 H -2.510 6.391 -1.240
50 H -0.167 5.655 0.592
51 H -0.518 7.271 -0.034
52 H -0.072 5.954 -1.134
53 H -0.839 3.476 1.738
54 H -2.498 3.152 2.270
55 H -2.010 4.797 1.915
56 O -5.443 5.513 -1.136
57 C -5.637 4.782 -2.070
58 O -6.897 4.663 -2.541
59 C -7.216 3.947 -3.734
60 C -7.355 2.460 -3.484
61 C -4.533 3.950 -2.671
62 H -6.493 4.169 -4.520
63 H -8.171 4.355 -4.062
64 H -6.422 2.022 -3.130
65 H -7.651 1.945 -4.399
66 H -8.110 2.277 -2.719
67 H -4.378 3.065 -2.054
68 H -3.623 4.538 -2.666
69 H -4.713 3.647 -3.701
70 O -0.184 -4.272 1.196
71 C -1.302 -4.661 1.004
72 O -1.788 -5.656 1.776
73 C -3.149 -6.081 1.734
74 C -3.401 -7.070 0.614
75 C -2.142 -4.112 -0.127
76 H -3.820 -5.222 1.688
77 H -3.325 -6.564 2.694
78 H -3.211 -6.628 -0.364
79 H -4.433 -7.420 0.638
80 H -2.737 -7.928 0.715
81 H -1.843 -4.602 -1.053
82 H -1.944 -3.045 -0.213
83 H -3.214 -4.232 0.011